Record 1
{
  "formula": "C8H12",
  "method": "the ωB97M-V functional and the def2-TZVPD basis",
  "elements": ["C", "C", "C", "C", "C", "C", "C", "C", "H", "H", "H", "H", "H", "H", "H", "H", "H", "H", "H", "H"],
  "positions_angstrom": [[-1.63306, -1.15991, 0.70243], [-1.33348, 0.37240, 0.75978], [-0.26978, 0.90294, -0.08894], [0.18287, 2.22421, -0.15885], [0.46332, -0.09884, -2.27117], [0.59452, -0.02292, -0.92616], [1.63166, -0.84287, -0.19687], [1.83657, -0.77931, 1.17808], [-0.72750, -1.69327, 0.93710], [-2.01303, -1.57569, -0.26877], [-2.50003, -1.29803, 1.31845], [-1.07310, 0.78242, 1.80406], [-2.37819, 0.77855, 0.48033], [-0.49586, 3.01508, 0.19935], [1.05347, 2.64342, -0.60256], [1.40316, -0.08633, -2.76733], [-0.54829, -0.11446, -2.80060], [2.10651, -1.79910, -0.70931], [1.01183, -0.35766, 1.70322], [2.68842, -0.89063, 1.70777]],
  "forces_ev_per_angstrom": [[0.21, 0.84, -1.01], [-2.86, 0.47, 0.91], [2.79, 2.31, -2.08], [-3.24, -2.02, 0.86], [-1.41, 0.01, 0.52], [-0.12, -1.26, 1.24], [1.23, -1.34, 1.05], [-3.32, 1.26, -4.33], [-0.13, -0.67, 0.55], [0.69, 0.96, 0.34], [0.05, -0.54, 1.00], [-0.86, -1.13, -1.18], [1.67, 0.20, 0.45], [0.39, -0.43, 0.52], [0.62, -0.55, -0.75], [0.40, -1.43, -1.11], [1.71, 1.22, 0.66], [-0.27, 2.73, 0.32], [-0.13, 1.10, 0.64], [2.58, -1.74, 1.39]],
  "multiplicity": 1,
  "relative_energy_ev": 3.7910,
  "charge": 0,
  "lumo_energy_ev": 0.22,
  "homo_lumo_gap_ev": 8.3
}


Record 2
{
  "formula": "HN3P2",
  "method": "the ωB97M-V functional and the def2-TZVPD basis",
  "elements": ["N", "N", "N", "P", "P", "H"],
  "positions_angstrom": [[0.66083, -1.05208, -0.62197], [-0.43333, -1.11234, -0.06563], [1.18801, 0.16923, -0.90020], [0.56258, 1.46033, -0.30244], [-1.27057, 0.40709, 0.35938], [-0.70753, 0.12778, 1.53085]],
  "forces_ev_per_angstrom": [[-0.27, -1.33, -0.14], [-0.79, -0.18, -0.16], [1.39, -0.10, -0.63], [-0.99, 1.66, 0.45], [0.03, -0.02, -1.94], [0.63, -0.02, 2.42]],
  "multiplicity": 1,
  "relative_energy_ev": 1.3656,
  "charge": 0,
  "lumo_energy_ev": -1.32,
  "homo_lumo_gap_ev": 8.4
}


Record 3
{
  "formula": "C6H7BrFN",
  "method": "the ωB97M-V functional and the def2-TZVPD basis",
  "elements": ["C", "C", "C", "C", "C", "C", "N", "F", "Br", "H", "H", "H", "H", "H", "H", "H"],
  "positions_angstrom": [[0.88329, -1.86854, 0.05483], [0.08645, 1.15031, -1.58381], [0.41826, -2.51630, 0.94374], [-0.57954, 2.27138, -1.73899], [-0.65573, 0.13377, 0.34636], [-0.77416, 0.01608, 1.81201], [0.28334, 0.66021, -0.28330], [-0.06008, -3.50230, 1.57907], [-2.14725, -0.44604, -0.65545], [1.44880, -1.14494, -0.39151], [0.36385, 0.52034, -2.45592], [-0.86751, 2.70444, -2.68631], [-0.76464, 2.80992, -0.84982], [-0.41600, -0.93643, 2.27251], [-1.96977, 0.07680, 2.13205], [-0.33713, 0.91993, 2.18277]],
  "forces_ev_per_angstrom": [[0.28, -1.48, 0.99], [-0.02, -1.32, -1.19], [0.49, -0.98, -1.22], [0.38, 0.49, -0.63], [-0.27, 0.40, -0.63], [-3.53, -0.50, 1.49], [0.29, 1.38, 0.64], [-0.62, -0.43, 0.98], [-1.31, -0.61, -0.15], [0.93, 1.00, -1.06], [0.06, 0.32, 0.81], [0.21, -0.14, -0.04], [-0.59, 0.72, 0.72], [-0.05, 1.14, -0.46], [3.12, -0.15, -1.00], [0.62, 0.15, 0.74]],
  "multiplicity": 1,
  "relative_energy_ev": 3.6969,
  "charge": 0,
  "lumo_energy_ev": 0.66,
  "homo_lumo_gap_ev": 9.8
}